ORCA calculation (the ωB97M-V functional and the def2-TZVPD basis) on a molecular structure, C26H40AuBClN2O4 at a distorted geometry.

Structure (XYZ):
```
75
Properties=species:S:1:pos:R:3:lowdin_charge:R:1
Au -0.22128 -0.43852 -0.17588 0.8395
Cl -1.24905 -2.87843 -0.43738 0.0479
N 1.28968 -1.14377 1.22261 0.0261
N -1.94081 0.13374 -1.52195 0.0419
C 2.58868 -1.26503 0.81665 -0.3324
C -1.77926 -0.01836 -2.85270 -0.3095
C 1.11383 -1.96584 2.43629 -0.5849
C 2.53076 -2.02032 2.96967 -0.0127
C 0.73985 -3.39510 2.05671 -0.0757
C 0.10356 -1.36209 3.38454 -0.0282
H 1.64323 -3.92564 1.67431 0.0910
H -0.03031 -3.36129 1.24089 -0.0669
H 0.34083 -3.90314 2.96316 0.0864
H 0.37776 -0.33866 3.63382 0.0643
H 0.09785 -1.96850 4.29219 0.0821
H -0.88051 -1.37446 2.92896 0.0839
C -3.38930 0.05456 -1.22228 -0.5594
C -4.01654 0.02392 -2.62924 -0.0660
C -3.85356 1.27764 -0.39783 -0.0427
C -3.76680 -1.18364 -0.44840 -0.1329
H -3.24092 -2.03640 -0.89092 -0.0409
H -4.85898 -1.30607 -0.49204 0.0830
H -3.42127 -1.08353 0.58138 0.0650
H -3.70883 2.21997 -0.95814 0.0767
H -3.27395 1.32416 0.54032 0.0743
H -4.93003 1.16718 -0.14876 0.0839
O -2.89878 -0.14240 -3.56032 0.0138
H -4.55248 0.94899 -2.90968 0.1240
H -4.66404 -0.84287 -2.79247 0.1229
O 3.41383 -1.76783 1.70160 0.0203
H 2.90751 -2.96109 3.33938 0.1139
H 2.79712 -1.21827 3.66304 0.1199
C 2.97963 -0.89056 -0.57138 -0.0669
C -0.42674 -0.07604 -3.48397 -0.0605
C 0.28674 -1.32509 -3.02747 -0.2496
H 0.15511 0.80880 -3.17849 0.1222
H -0.56019 -0.06159 -4.58742 0.1185
C 0.75655 -1.55802 -1.72567 -0.2873
C 2.12065 -1.73534 -1.46726 -0.2507
H -0.22446 1.15627 -0.30607 0.0407
C 2.56027 -2.81933 -2.26094 -0.2622
C 1.77023 -3.17375 -3.37567 -0.0475
C 3.71246 -3.63815 -1.75937 -0.0677
C 0.69368 -2.38645 -3.86224 -0.2737
H 2.06648 -4.05577 -3.96160 0.0883
C -0.10146 -2.68151 -5.06546 -0.0729
H 0.12897 -3.65275 -5.46027 0.0604
H 0.04709 -1.95668 -5.85768 0.0637
H -1.15942 -2.67578 -4.80577 0.0800
H 4.66168 -3.08429 -1.73902 0.0656
H 3.86108 -4.54036 -2.35495 0.0608
H 3.51107 -3.98101 -0.72644 0.0767
H 4.05708 -1.09213 -0.66010 0.1156
H 2.76137 0.16864 -0.73116 0.1163
C 0.74847 2.75731 3.65515 -0.0222
C -0.27331 3.10683 2.53541 -0.4782
C -1.38282 3.89987 3.16447 -0.0166
O -0.75585 1.87708 1.93046 0.0541
B 0.16814 1.62873 0.87635 -0.5489
O 1.11681 2.65321 0.73936 0.0469
C 0.47656 3.80420 1.34883 -0.4725
C -0.47978 4.45026 0.33018 -0.0101
C 1.66858 4.72627 1.55991 -0.0181
H 0.26718 2.14487 4.44814 0.0906
H 1.14237 3.67633 4.14463 0.0892
H 1.62025 2.17599 3.26563 0.1006
H -1.86387 3.35840 3.97958 0.0905
H -0.99245 4.83139 3.59924 0.0962
H -2.15756 4.16637 2.45299 0.0809
H -0.78284 5.45582 0.63313 0.0865
H 0.00310 4.53955 -0.65091 0.0986
H -1.40583 3.87611 0.19110 0.0881
H 2.43621 4.24662 2.18026 0.0848
H 2.10728 4.93876 0.56983 0.0980
H 1.41369 5.68799 2.00712 0.0832
```

Properties
2S+1: 3
energy relative to the best compared isomer or geometry (same formula, charge and spin): 0.00 kcal/mol
HOMO energy (spin up / spin down): -0.2 / -3.1 eV
electronic energy: -2045.8024 Eh
HOMO-LUMO gap (spin up / spin down): 0.0959 / 0.2017 hartree
charge: -1